# 1
DFT (ωB97M-V/def2-TZVPD) results for C22H52N7O8Zr as an isolated structure.

Results
2S+1: 1
Net charge: +3
Gap between HOMO and LUMO, eV: 3.081

Structure (XYZ):
```
90
C22H52N7O8Zr | OMol25 | ωB97M-V/def2-TZVPD
Zr -10.37914 -8.57525 9.03938
C -13.36388 -8.46404 10.60409
O -12.38422 -8.73668 9.63992
H -13.71343 -9.38839 11.07108
H -12.94283 -7.84572 11.40229
H -14.21466 -7.94500 10.15749
C -19.10270 -6.29740 9.44251
O -19.41108 -5.61991 10.38985
N -17.83728 -6.46441 8.96875
C -16.74888 -5.94664 9.74468
C -17.49858 -7.40540 7.92268
H -19.85566 -6.82750 8.83365
H -15.99274 -5.44657 9.11846
H -16.13501 -6.69782 10.26215
H -17.05766 -5.19383 10.46449
H -18.27491 -7.40006 7.15792
H -16.59026 -7.10810 7.39607
H -17.34856 -8.40436 8.34450
C -9.36495 -6.14701 11.14763
O -9.84480 -7.19817 10.62029
N -10.06445 -5.20239 11.70852
C -11.51702 -5.16420 11.69966
C -9.37540 -4.08454 12.38350
H -8.29246 -5.94524 11.19002
H -11.88283 -5.64185 10.79036
H -11.94529 -4.16387 11.70018
H -11.93079 -5.68241 12.56472
H -9.98944 -3.75404 13.21452
H -8.40508 -4.42472 12.73893
H -9.22578 -3.23082 11.72285
C -10.01890 -10.24509 12.13739
O -10.12782 -9.68494 11.01229
N -9.00655 -10.95860 12.55981
C -8.93204 -11.49030 13.91858
C -7.86736 -11.26728 11.68827
H -10.86431 -10.27245 12.83616
H -7.96213 -11.28819 14.36839
H -9.09267 -12.56728 13.91696
H -9.68815 -11.00885 14.53700
H -7.90237 -10.68076 10.77858
H -6.94839 -11.17365 12.26109
H -7.91598 -12.31644 11.38228
C -15.43136 -11.13879 12.19364
O -15.16123 -12.29173 11.90613
N -16.59831 -10.53451 11.89348
C -16.71482 -9.09240 11.90147
C -17.66909 -11.23320 11.21014
H -14.70936 -10.48938 12.71937
H -16.70017 -8.65920 10.89907
H -15.90961 -8.61793 12.47021
H -17.62594 -8.82466 12.43767
H -18.63216 -10.88273 11.58658
H -17.66390 -10.96428 10.14658
H -17.61080 -12.30696 11.33797
C -11.58495 -5.72837 7.46390
O -11.11497 -6.46181 8.39976
N -10.90375 -4.79802 6.85106
C -11.49756 -4.02254 5.76637
C -9.51783 -4.46078 7.15308
H -12.60751 -5.79430 7.08367
H -11.01022 -4.27029 4.82427
H -11.42275 -2.95394 5.96485
H -12.56439 -4.19825 5.62562
H -8.88027 -4.69860 6.30269
H -9.49700 -3.39215 7.36944
H -9.09350 -4.94189 8.03103
C -12.81517 -7.47174 14.30801
O -12.96924 -8.61895 13.93034
N -11.69644 -6.86022 14.74970
C -11.82477 -5.49470 15.26278
C -10.37217 -7.45320 14.82998
H -13.64513 -6.74394 14.24652
H -11.72416 -5.42914 16.34538
H -12.77782 -5.05382 14.97969
H -11.03737 -4.87813 14.82528
H -10.39076 -8.44101 14.37455
H -9.63182 -6.82204 14.33980
H -10.14392 -7.60271 15.88616
C -14.19513 -11.92128 6.11922
O -12.98824 -11.82798 6.26817
N -15.11391 -11.53145 7.03568
C -16.53322 -11.60358 6.81803
C -14.63861 -10.84043 8.18515
H -14.65275 -12.28270 5.18647
H -17.00120 -10.61453 6.73257
H -17.01744 -12.08786 7.67017
H -16.81166 -12.14721 5.91843
H -14.93136 -11.23066 9.17483
H -13.55615 -10.83948 8.21381
H -15.11059 -9.84809 8.27504
```

***

# 2
DFT (ωB97M-V/def2-TZVPD) results for one molecule with the formula C7H14Si.

Results
2S+1: 1
Gap between HOMO and LUMO, eV: 9.633
Relative energy (zero: lowest compared OMol25 entry of this formula, charge and spin), kJ/mol: 23.9

Structure (XYZ):
```
22
C7H14Si | OMol25 | ωB97M-V/def2-TZVPD
C -2.79486 0.71898 -1.04983
C -1.37377 -1.55179 0.24511
C -1.91618 0.73643 -0.03565
C -0.99201 -0.30467 0.20232
C 1.82126 -1.46415 -0.45768
C 1.16834 0.24887 2.09496
C 1.01694 1.51560 -0.97625
Si 0.89499 0.08058 0.19546
H -3.14168 1.64653 -1.46474
H -2.81577 -0.07701 -1.76316
H -0.73724 -2.35493 0.29613
H -2.39528 -1.61022 0.59215
H -1.62971 1.64902 0.47364
H 2.93042 -1.42391 -0.38107
H 1.61673 -2.22583 0.20301
H 1.64768 -1.69089 -1.50838
H 1.06393 -0.77909 2.47535
H 2.22958 0.77035 2.21825
H 0.40024 0.93625 2.45417
H 1.97728 1.51590 -1.61712
H 0.19181 1.12444 -1.62124
H 0.83727 2.53955 -0.57542
```

***

# 3
DFT (ωB97M-V/def2-TZVPD) results for C26H24Br2N3O2STi as an isolated structure.

Results
2S+1: 2
Expectation value of S²: 0.755
Net charge: +2
Gap between HOMO and LUMO (alpha / beta), eV: 6.447 / 6.471

Structure (XYZ):
```
59
C26H24Br2N3O2STi | OMol25 | ωB97M-V/def2-TZVPD
Ti 1.94131 0.27934 0.65415
C 0.37230 1.35931 2.28399
C 1.60966 1.25101 2.91527
C 2.76032 1.81261 2.32665
C 2.63504 2.56559 1.15204
C 1.38785 2.67258 0.52000
C 0.26629 2.02820 1.05062
H -0.51389 0.93434 2.73987
H 1.69491 0.72890 3.86152
H 3.71968 1.72715 2.82230
H 3.50373 3.04446 0.71740
H 1.30392 3.22893 -0.40605
H -0.69658 2.11323 0.56012
Br 4.12129 0.35836 -3.77657
C 4.43007 -0.79154 -2.33832
C 5.36900 -1.84356 -2.47863
C 5.63021 -2.70509 -1.44822
Br 6.89069 -4.07507 -1.68742
C 4.95599 -2.56607 -0.19634
C 5.15148 -3.38591 0.93129
C 4.43975 -3.14969 2.08311
C 3.52204 -2.09518 2.11228
N 3.31665 -1.29729 1.07615
C 4.02064 -1.52019 -0.07479
C 3.76420 -0.63481 -1.15014
O 2.85773 0.35473 -0.91575
H 5.88136 -1.94991 -3.42377
H 5.86418 -4.19754 0.87629
H 4.56855 -3.76366 2.96083
H 2.93156 -1.90519 3.00214
C -3.42305 1.70286 2.08932
C -3.74168 0.22981 2.28443
C -3.42887 -0.60379 1.04839
N -1.97774 -0.83747 0.96354
C -1.22140 -1.08627 -0.09023
S 0.44472 -1.56587 0.18855
N -1.63115 -1.04268 -1.35362
C -3.02493 -1.15181 -1.87787
O -3.50196 -2.24153 -1.92308
C -3.64292 0.10617 -2.31259
C -4.98657 0.06714 -2.69830
C -5.60720 1.23003 -3.11451
C -4.89356 2.42161 -3.15644
C -3.55706 2.46006 -2.78291
C -2.92796 1.30390 -2.35580
H -3.58459 2.27459 3.00063
H -4.04430 2.13905 1.30735
H -2.37952 1.84388 1.79185
H -4.79344 0.09138 2.53455
H -3.18978 -0.17552 3.13957
H -3.73475 -0.05770 0.15906
H -3.93851 -1.56920 1.06146
H -1.53306 -1.09250 1.83608
H -0.94211 -1.40490 -2.00272
H -5.52166 -0.87151 -2.66891
H -6.64566 1.21026 -3.41392
H -5.38110 3.32661 -3.48991
H -3.00693 3.38878 -2.83586
H -1.88317 1.32660 -2.07815
```

***

# 4
DFT (ωB97M-V/def2-TZVPD) results for a 2-piece molecular cluster, C6H7B overall.

Results
2S+1: 1
Gap between HOMO and LUMO, eV: 7.528
Relative energy (zero: lowest compared OMol25 entry of this formula, charge and spin), kJ/mol: 367.0

Structure (XYZ):
```
14
C6H7B | OMol25 | ωB97M-V/def2-TZVPD
B -3.09226 -0.42644 0.04780
C 2.30381 0.03570 0.03130
C 1.56676 -1.19330 -0.02733
C 1.50878 1.11976 0.00976
C 0.25129 -0.86573 -0.03552
C 0.16342 0.58325 0.02194
C -1.00505 1.21185 -0.00759
H -3.56950 -0.22154 -0.88655
H -3.57383 -0.76701 1.01163
H 3.38767 -0.17359 0.13269
H 2.14188 -2.11052 -0.19300
H 1.91268 2.07799 0.10453
H -0.62811 -1.46759 -0.04790
H -1.36754 2.19718 -0.16177
```

***

# 5
DFT (ωB97M-V/def2-TZVPD) results for InO4P as an isolated structure.

Results
2S+1: 1
Gap between HOMO and LUMO, eV: 5.943
Relative energy (zero: lowest compared OMol25 entry of this formula, charge and spin), kJ/mol: 40.3

Structure (XYZ):
```
6
InO4P | OMol25 | ωB97M-V/def2-TZVPD
In -23.60532 -33.27472 -9.02695
P -25.31852 -34.68056 -11.52115
O -26.78839 -35.01939 -11.66886
O -24.73396 -35.41515 -10.32004
O -25.10078 -33.18449 -11.32764
O -24.58866 -35.11605 -12.78839
```

***

# 6
DFT (ωB97M-V/def2-TZVPD) results for a 10-piece molecular cluster, C15H48N5O12 overall.

Results
2S+1: 1
Net charge: -1
Gap between HOMO and LUMO, eV: 9.228

Structure (XYZ):
```
80
C15H48N5O12 | OMol25 | ωB97M-V/def2-TZVPD
N -0.18374 -0.06232 0.29794
O 0.31371 -0.53461 -0.69549
O -1.35035 -0.07934 0.51848
O 0.54469 0.41398 1.16119
C -0.61490 3.06933 2.37780
O 0.72839 2.86318 2.72083
H -1.08250 2.08802 2.29732
H -1.11863 3.62710 3.16726
H -0.70209 3.68121 1.47998
H 1.05316 2.15934 2.15449
C -3.09369 2.54508 -0.35095
O -3.78152 3.85291 -0.44644
H -3.49351 1.93270 -1.15918
H -2.00708 2.61486 -0.40110
H -3.37693 2.02135 0.56205
H -3.89340 4.11064 -1.36440
C -4.12609 -2.44116 1.77373
O -3.66922 -1.17423 2.12871
H -4.59247 -2.83752 2.67567
H -4.84685 -2.35683 0.96041
H -3.30557 -3.11322 1.52237
H -3.01025 -0.93721 1.47206
C 4.13777 -0.58840 0.66808
O 3.43343 0.36838 1.48874
H 3.58510 -1.51135 0.49250
H 4.39404 -0.20966 -0.32136
H 5.06340 -0.95790 1.10942
H 2.50403 0.28284 1.26404
C 0.24321 -0.73862 4.35638
O 0.28385 -1.26473 5.45782
N -0.82304 -0.53262 3.58921
N 1.26043 -0.13202 3.89964
H -1.73694 -0.72243 3.97503
H -0.72243 0.00553 2.74045
H 2.14248 -0.32011 4.35429
H 1.22011 0.24432 2.96324
C -3.52772 -2.00068 -1.70496
O -4.54109 -2.53012 -2.00851
N -2.34916 -2.52548 -1.59430
N -3.52779 -0.77260 -1.29451
H -1.57485 -1.96582 -1.26668
H -2.38472 -3.53334 -1.53897
H -2.71251 -0.27596 -0.96473
H -4.32396 -0.23186 -1.60084
C 0.97687 -3.76746 -0.24273
C 1.18406 -3.55946 1.25387
C -0.04272 -3.80744 2.09807
O 2.12561 -4.49518 1.64088
H 0.75131 -4.81424 -0.44635
H 1.84270 -3.50744 -0.85171
H 0.12410 -3.17826 -0.57999
H 1.47902 -2.54083 1.50584
H 0.09121 -3.56568 3.15246
H -0.46580 -4.80140 1.95263
H -0.79518 -3.09805 1.75358
H 3.02707 -4.18016 1.54229
C 3.41310 4.92586 0.60462
C 3.52749 3.63072 -0.30498
C 2.22521 3.21162 -1.00110
O 4.50562 3.93021 -1.28174
H 3.40799 5.80685 -0.03720
H 4.31370 5.04119 1.20771
H 2.53550 4.91569 1.25101
H 3.92901 2.77191 0.23291
H 1.72635 3.93189 -1.64952
H 1.54350 2.84453 -0.23389
H 2.39771 2.35417 -1.65158
H 4.28203 4.71271 -1.79096
C 0.37090 -0.79221 -5.83973
C 0.17270 -0.28002 -4.39057
C -1.25184 0.23361 -3.97704
O 0.62559 -1.31319 -3.54664
H -0.10857 -1.76014 -5.98572
H 1.42384 -0.98341 -6.04671
H -0.06756 -0.08460 -6.54341
H 0.88275 0.54601 -4.35040
H -1.31198 0.62965 -2.96332
H -2.11901 -0.42172 -4.05858
H -1.55634 0.99855 -4.69135
H 0.39921 -1.06488 -2.64737
```

***

# 7
DFT (ωB97M-V/def2-TZVPD) results for a 2-piece molecular cluster, C15H27N3O4P2S overall.

Results
2S+1: 1
Gap between HOMO and LUMO, eV: 6.342

Structure (XYZ):
```
52
C15H27N3O4P2S | OMol25 | ωB97M-V/def2-TZVPD
C 1.79328 -0.12763 -2.67069
C 1.35500 0.60506 -1.30633
O 1.41995 2.05338 -1.33570
C 0.68131 2.62292 -2.43956
C -0.78094 2.00790 -2.66542
C -1.93222 2.01455 -1.61403
C -3.28499 1.32024 -2.04095
P -4.74414 1.31507 -0.81558
P -6.58347 0.86889 -1.92542
O -7.78292 1.40931 -1.12820
O -6.61269 1.58778 -3.50222
O -6.71962 -0.83694 -2.06707
C -3.47101 0.62869 -3.44095
C -2.36136 0.60094 -4.54525
N -2.34048 0.05859 -5.87670
S -0.76361 0.43747 -6.49109
N -0.03817 1.23144 -5.15055
C -1.03037 1.30734 -4.07461
H 2.17510 0.56811 -3.49152
H 2.55421 -0.98306 -2.48882
H 0.84722 -0.66539 -3.07485
H 0.33525 0.20839 -0.91900
H 2.11843 0.26902 -0.50004
H 0.52720 3.74659 -2.19778
H 1.24008 2.59664 -3.44553
H -1.72805 2.51028 -0.60977
H -4.90667 2.63305 -0.22235
H -6.48865 0.83787 -4.14007
H -5.82658 -1.25643 -1.96829
H -4.46192 0.11812 -3.66879
C 1.07007 0.28934 2.49426
C 1.63551 -1.11689 2.66086
N 3.04894 -1.13391 3.02060
C 3.67330 -2.44630 2.86931
C 3.15888 -3.57912 3.75601
C 3.41916 -0.40187 4.22790
C 2.71922 -0.78090 5.53274
H 1.67011 0.87578 1.79361
H 0.05172 0.23530 2.09915
H 1.02284 0.82477 3.44597
H 1.51139 -1.62494 1.69734
H 1.02257 -1.66622 3.38570
H 4.75593 -2.35215 3.00759
H 3.55076 -2.75844 1.82376
H 3.48329 -3.46253 4.79160
H 3.56365 -4.53284 3.40393
H 2.06977 -3.66336 3.73678
H 3.23885 0.66405 4.04834
H 4.50194 -0.46845 4.37754
H 1.63550 -0.85608 5.42024
H 2.91327 -0.01160 6.28684
H 3.09408 -1.72178 5.93706
```

***

# 8
DFT (ωB97M-V/def2-TZVPD) results for one molecule with the formula C20H26N2O4S.

Results
2S+1: 1
Gap between HOMO and LUMO, eV: 9.092
Relative energy (zero: lowest compared OMol25 entry of this formula, charge and spin), kJ/mol: 331.4

Structure (XYZ):
```
53
C20H26N2O4S | OMol25 | ωB97M-V/def2-TZVPD
C -0.04421 5.90449 3.92987
C 0.23355 4.48258 3.55146
C -0.79254 3.54059 3.55665
C -0.54063 2.22081 3.23103
C 0.74507 1.84017 2.89790
C 1.77838 2.75529 2.88646
C 1.51945 4.07568 3.21337
H 2.32344 4.79703 3.20760
H 2.76903 2.41762 2.62492
S 1.04139 0.12839 2.47994
O 2.43187 -0.02545 2.13944
O 0.51102 -0.71226 3.51332
N 0.01923 -0.01327 1.15143
C -0.51467 -1.33820 0.91914
C 0.51873 -2.23226 0.23962
N 0.91854 -1.63095 -1.02153
C 1.53607 -0.33745 -0.77466
C 0.54401 0.58032 -0.05768
H 1.03101 1.51777 0.21800
H -0.30499 0.78694 -0.71566
H 1.79953 0.10908 -1.73629
H 2.44306 -0.43103 -0.15603
C 1.76029 -2.50848 -1.81344
H 2.47252 -3.07105 -1.18569
C 0.91936 -3.52046 -2.61137
O 1.66189 -4.66709 -2.95151
H 2.44490 -4.39887 -3.44710
C 0.33863 -2.87819 -3.89203
O -0.11193 -1.55685 -3.73428
C -1.24733 -1.29982 -3.02931
C -1.55319 0.05266 -2.86810
C -2.68378 0.43949 -2.17871
C -3.53401 -0.51382 -1.64036
C -3.24415 -1.85420 -1.81518
C -2.11241 -2.25362 -2.50708
H -1.92255 -3.30721 -2.63369
H -3.90507 -2.60635 -1.40949
H -4.41585 -0.21313 -1.09553
H -2.90424 1.49038 -2.05929
H -0.88402 0.78143 -3.29851
H -0.44497 -3.52434 -4.30841
H 1.14301 -2.80229 -4.63351
H 0.11178 -3.89186 -1.97654
H 2.33337 -1.89828 -2.51730
H 0.08312 -3.21446 0.05062
H 1.38208 -2.35327 0.91858
H -0.79329 -1.74530 1.89104
H -1.39948 -1.23789 0.28367
H -1.31938 1.47556 3.23238
H -1.79387 3.84850 3.81985
H 0.70999 6.57186 3.52115
H -0.03360 6.00562 5.01525
H -1.02414 6.21543 3.57558
```

***

# 9
DFT (ωB97M-V/def2-TZVPD) results for a 2-piece molecular cluster, CHN4O2S overall.

Results
2S+1: 1
Net charge: -1
Gap between HOMO and LUMO (alpha / beta), eV: 4.908 / 8.059
Relative energy (zero: lowest compared OMol25 entry of this formula, charge and spin), kJ/mol: 364.3

Structure (XYZ):
```
9
CHN4O2S | OMol25 | ωB97M-V/def2-TZVPD
C -0.71923 0.16295 -0.10037
N -1.64571 0.06589 0.89498
N -2.48460 -0.79113 0.41880
N -2.13496 -1.28101 -0.73429
N -1.06167 -0.63970 -1.11293
O 0.40931 1.74406 -1.71774
O 3.80211 0.07596 1.08156
S 0.52534 1.37845 -0.26663
H 3.30942 -0.71546 1.53661
```

***

# 10
DFT (ωB97M-V/def2-TZVPD) results for CH2O4Sn as an isolated structure.

Results
2S+1: 2
Expectation value of S²: 0.756
Net charge: +1
Gap between HOMO and LUMO (alpha / beta), eV: 9.734 / 5.601
Relative energy (zero: lowest compared OMol25 entry of this formula, charge and spin), kJ/mol: 0.0

Structure (XYZ):
```
8
CH2O4Sn | OMol25 | ωB97M-V/def2-TZVPD
O -1.09818 0.40988 0.15931
Sn -0.55530 -0.00763 1.90398
O 1.00893 -0.83035 1.65932
H 1.19633 -1.71303 1.34137
C -0.50191 0.19593 -0.91987
O -1.04419 -0.71244 -1.66923
O 0.24994 1.04453 -1.54402
H 0.74437 1.61311 -0.93086
```

***

Number 1: M 633.92 Da. Number 2: M 126.27 Da. Number 3: M 650.24 Da. Number 4: M 89.93 Da. Number 5: M 209.79 Da. Number 6: M 490.57 Da. Number 7: M 407.41 Da. Number 8: M 390.50 Da. Number 9: M 133.11 Da. Number 10: M 196.73 Da.